Record 1
C5H10O | ωB97M-V/def2-TZVPD

Results
- HOMO level (spin up / spin down): -8.68 / -8.68 eV
- Kohn-Sham gap (spin up / spin down): 0.3109 / 0.3109 Eh

Structure (ORCA input):
```
! RIJCOSX wB97M-V def2-TZVPD def2/J DEFGRID3
* xyz 0 1
C 2.5927 -0.6496 -0.1955
O 1.2768 -0.7440 -0.6752
C 0.3349 -0.1966 0.2118
C -1.5639 1.5400 0.9632
C -2.1998 0.3974 0.2753
C -1.0080 -0.2324 -0.5137
H 2.7253 -1.2113 0.7420
H 3.2456 -1.0718 -0.9630
H 2.8791 0.3991 -0.0166
H 0.2924 -0.7676 1.1535
H 0.6265 0.8336 0.4859
H -1.3785 2.2932 0.1643
H -2.9657 0.6697 -0.4656
H -2.6157 -0.3410 0.9690
H -1.2474 -1.2771 -0.7331
H -0.8855 0.2845 -1.4700
*
```

Record 2
C6H16 | ωB97M-V/def2-TZVPD

Results
- HOMO level: -11.28 eV
- Kohn-Sham gap: 0.4534 Eh

Structure (ORCA input):
```
! RIJCOSX wB97M-V def2-TZVPD def2/J DEFGRID3
* xyz 0 1
C 3.4020 0.9066 1.1519
C 3.3290 0.4456 -0.2915
H 3.5353 1.9781 1.2171
H 2.4608 0.7031 1.6680
H 4.1832 0.4085 1.7268
H 2.3792 0.7643 -0.7383
H 3.2143 -0.6399 -0.3996
H 4.1605 0.7690 -0.9025
C -1.7266 0.0104 -0.2535
C -1.3834 -0.7658 1.0253
C -1.1513 -0.7258 -1.4875
C -3.2340 0.2066 -0.2798
H -1.2343 0.9761 -0.2250
H -1.5589 -1.8254 0.8418
H -2.0185 -0.4776 1.8643
H -0.3083 -0.1632 -1.8695
H -0.7887 -1.7190 -1.2174
H -1.8814 -0.8633 -2.2850
H -3.7981 -0.5986 0.1767
H -3.5457 1.1252 0.2083
H -3.6933 0.1937 -1.2784
H -0.3416 -0.7086 1.3478
*
```

Record 3
C4H11N2 | ωB97M-V/def2-TZVPD

Results
- HOMO level (spin up / spin down): -21.15 / -21.22 eV
- Kohn-Sham gap (spin up / spin down): 0.4170 / 0.2697 Eh

Structure (ORCA input):
```
! RIJCOSX wB97M-V def2-TZVPD def2/J DEFGRID3
* xyz 2 2
C 0.3650 0.7801 1.4492
C 0.8679 -0.5406 0.8692
C -0.2262 -1.3361 -0.0191
C -0.7145 -0.6570 -2.2888
N -0.8118 -0.4297 -1.0517
N -0.0445 1.7566 0.3986
H -0.5764 0.4925 1.9005
H 1.0055 1.2112 2.1796
H 1.1028 -1.3594 1.5856
H 1.7333 -0.3843 0.2213
H -1.0052 -1.6213 0.6918
H 0.1677 -2.3054 -0.3537
H -0.7401 -1.6757 -2.6828
H -0.7973 -0.0092 -3.1978
H -0.6433 2.5398 0.7082
H -0.4234 1.1462 -0.5298
H 0.7405 2.3922 0.1198
*
```

Record 4
C17H98IInNO37 | ωB97M-V/def2-TZVPD

Results
- HOMO level: -4.97 eV
- Kohn-Sham gap: 0.2302 Eh

Structure (ORCA input):
```
! RIJCOSX wB97M-V def2-TZVPD def2/J DEFGRID3
* xyz -1 1
C 5.6425 4.4107 0.8901
C 6.3696 3.3131 -0.0948
O 7.1367 3.7867 -1.1107
N 6.2271 1.8095 -0.0108
C 6.7846 1.3005 1.3353
C 4.7493 1.4965 0.0676
C 3.8976 1.8079 -1.2987
C 2.2438 1.6707 -1.0899
C 1.9528 0.2260 -0.3718
In -0.2749 -0.2569 -0.1276
I -1.2208 -1.2411 -2.5872
C -1.4901 1.4310 0.7669
C -1.7828 2.6925 -0.2395
C -3.2032 3.4109 0.2608
C -2.9374 4.9395 0.8788
O -4.0275 5.3311 1.8321
C -0.3364 -2.0167 1.3674
C -1.4441 -3.2248 1.3214
C -1.3055 -4.4363 2.4524
C -0.0676 -4.3982 3.5600
C 1.0374 -3.1702 3.6331
C 0.8851 -1.9786 2.5094
H 5.6397 5.4362 0.3005
H 4.5335 4.1575 1.1668
H 6.2610 4.4477 1.8923
H 5.9598 0.7143 1.9623
H 7.1249 2.1942 2.0371
H 7.6725 0.5353 1.1934
H 4.6712 0.3192 0.2487
H 4.1801 2.0061 0.9547
H 4.2301 0.9787 -2.0907
H 4.1772 2.8465 -1.8043
H 1.8027 2.5857 -0.5056
H 1.7244 1.6434 -2.1574
H 2.4127 0.1156 0.7129
H 2.4184 -0.6313 -1.0248
H -0.9937 1.7677 1.7830
H -2.5479 0.9701 1.0685
H -1.8708 2.3949 -1.3724
H -0.9101 3.4832 -0.0436
H -3.7245 2.8048 1.1429
H -4.0047 3.4178 -0.6181
H -1.9626 4.8295 1.5551
H -2.8066 5.7419 0.0348
H -3.5927 6.0719 2.3857
H -2.2869 -3.2121 0.5045
H -2.0514 -5.3550 2.4696
H 0.0697 -5.2696 4.3544
H 1.9295 -3.0999 4.3906
H 1.6743 -1.0871 2.5209
O -2.5847 -6.8992 0.8122
H -1.8956 -6.7045 0.1593
H -2.8021 -7.8300 0.6526
O -5.3860 -6.2234 0.5687
H -4.4206 -6.1562 0.5174
H -5.5757 -7.1183 0.2492
O -1.9569 0.6626 -5.9088
H -2.8922 0.8754 -5.7707
H -1.6781 0.2747 -5.0657
O 9.8606 0.5669 2.0894
H 9.8663 1.5286 1.9703
H 9.7460 0.2205 1.1917
O 12.0599 2.1660 1.2748
H 11.8659 2.1025 0.3275
H 11.8470 1.2847 1.6169
O 9.6128 1.7806 -1.1359
H 8.9219 2.4472 -1.2677
H 9.1381 0.9376 -1.1895
O -5.6033 1.3916 1.7586
H -5.6429 2.1580 2.3503
H -6.0810 1.6820 0.9671
O -0.8447 -5.1862 -2.5941
H -0.8390 -4.2245 -2.7132
H -0.9593 -5.5326 -3.4918
O 3.9347 -2.1751 -0.0517
H 3.5150 -2.3252 0.8088
H 3.4072 -2.7079 -0.6656
O 7.1353 7.0591 0.9303
H 7.5113 6.7537 0.0909
H 7.9103 7.2179 1.4899
O -5.2924 -3.0972 0.9964
H -5.9834 -2.4306 0.8645
H -5.7672 -3.9402 0.9427
O -0.3622 3.0433 3.9002
H -1.2974 3.2561 4.0383
H -0.0834 2.6555 4.7433
O -1.3086 -7.0999 5.1032
H -1.3482 -6.3334 5.6949
H -1.7863 -6.8094 4.3117
O 1.8347 -4.5615 0.7072
H 1.4150 -4.7117 1.5677
H 1.3072 -5.0943 0.0933
O 9.4040 -2.2942 0.8017
H 9.9558 -2.5526 1.5552
H 8.5972 -2.8196 0.9113
O -1.9860 5.2451 -2.1691
H -2.6499 5.1669 -2.8707
H -1.6072 6.1269 -2.3025
O -4.7225 1.7221 -5.2486
H -4.9338 1.1340 -4.5079
H -5.5867 1.9369 -5.6308
O 0.8378 0.9966 -6.9294
H -0.0974 1.2094 -6.7913
H 1.1166 0.6087 -6.0863
O -3.0378 7.6308 -2.9937
H -3.7366 8.1862 -2.6165
H -3.0687 7.8275 -3.9420
O 1.1353 3.4752 6.2428
H 1.5113 3.1699 5.4035
H 1.9103 3.6340 6.8024
O 0.2622 -4.2507 6.7954
H -0.4366 -3.6953 7.1726
H 0.2313 -4.0540 5.8471
O -5.6496 4.4293 -5.2748
H -5.0558 3.8454 -4.7792
H -6.3376 4.6625 -4.6336
O -6.1426 -7.3328 -2.1354
H -6.8065 -7.4110 -2.8370
H -5.7638 -6.4509 -2.2688
O 1.7294 -7.1317 2.3543
H 2.6654 -6.8882 2.4155
H 1.5857 -7.7041 3.1228
O 0.1508 3.1962 -8.8733
H 0.2940 2.3503 -8.4226
H 1.0358 3.5877 -8.9229
O -7.8179 -2.8172 -0.1865
H -8.5088 -2.1507 -0.3184
H -8.2927 -3.6603 -0.2402
O -2.9504 -5.2133 6.8337
H -3.1617 -5.8015 7.5743
H -3.8145 -4.9986 6.4514
O -4.3732 6.9428 -6.9978
H -4.5673 6.8793 -7.9451
H -4.5861 6.0615 -6.6557
O -5.9203 -5.3514 5.7086
H -6.6112 -4.6848 5.5767
H -6.3951 -6.1944 5.6549
O 4.4075 -2.6351 -2.6907
H 4.7835 -2.9405 -3.5300
H 5.1825 -2.4763 -2.1311
O -5.8732 7.6767 -2.4429
H -6.0673 7.6133 -3.3902
H -6.0861 6.7954 -2.1008
O -8.0774 0.5682 -0.5481
H -7.4837 -0.0157 -0.0524
H -8.7655 0.8014 0.0932
O -4.0227 -7.4812 6.9115
H -3.3336 -7.2865 6.2587
H -4.2400 -8.4120 6.7520
O 2.3918 0.1464 -4.3816
H 2.5350 -0.6995 -3.9309
H 3.2768 0.5379 -4.4312
O -1.4240 3.8176 -4.8664
H -0.4586 3.8847 -4.9177
H -1.6137 2.9226 -5.1859
*
```

Record 5
C4H8NO3 | ωB97M-V/def2-TZVPD

Results
- HOMO level: -4.32 eV
- Kohn-Sham gap: 0.2915 Eh

Structure (ORCA input):
```
! RIJCOSX wB97M-V def2-TZVPD def2/J DEFGRID3
* xyz -1 1
C -1.6008 0.5652 1.1081
C -1.0588 -0.0512 2.4066
O 0.0683 -0.5778 2.3047
O -1.8614 -0.0002 3.3776
H -2.4262 1.2529 1.2932
H -1.8731 -0.1711 0.3551
H -0.8057 1.1327 0.6201
C 1.7243 0.5363 -0.8088
C 1.1306 -0.4161 -1.8467
O 1.5355 -0.4498 -3.0000
N 0.0675 -1.1727 -1.4360
H -0.2633 -1.9702 -1.9064
H -0.4155 -0.7844 -0.6321
H 1.0438 0.8058 -0.0203
H 2.1717 1.3022 -1.4438
H 2.5630 -0.0016 -0.3713
*
```

| no. | maximum force (eV Å⁻¹) |
| --- | --- |
| 1 | 0.4 |
| 2 | 1.2 |
| 3 | 3.9 |
| 4 | 7.9 |
| 5 | 2.4 |